Entry 1:
Density functional theory data (ωB97M-V/def2-TZVPD) for a cluster of 8 separate species, C48H107N9O8 in total.

* HOMO level: -0.305 Ha
* gap between HOMO and LUMO: 8.85 eV
* E_LUMO: 0.56 eV

Positions of all 172 atoms, in Å:
H: 2.684 0.435 1.888
H: -2.047 0.140 -1.121
C: 3.811 -5.940 -3.611
N: -2.243 3.517 2.310
C: -1.404 4.223 -2.085
C: 1.601 1.676 -0.526
H: -0.709 -3.594 -1.776
O: 3.860 -0.862 0.215
C: -2.942 4.831 2.526
C: 0.568 -5.289 -1.612
H: 4.722 4.311 3.436
C: -3.386 -0.533 -2.708
C: 2.298 0.085 6.435
C: 0.980 4.789 -2.530
H: -3.823 4.445 0.753
H: 6.391 0.951 0.008
H: 4.319 4.779 5.073
H: 6.604 -0.492 1.785
H: 2.028 0.351 7.466
N: 0.288 2.439 -2.322
H: -1.585 -5.898 -1.495
H: -3.192 6.196 4.179
C: -3.190 2.068 4.213
H: 3.429 -0.339 4.250
C: -2.406 -0.790 -1.510
C: -5.749 -3.443 -3.603
H: -0.780 -6.444 -2.911
H: -2.226 2.126 4.720
H: -1.067 0.973 2.659
H: -2.036 3.522 -1.529
H: 0.032 0.531 5.105
O: 1.047 -1.488 0.403
H: 0.417 -6.524 -4.335
C: -5.062 3.418 2.063
H: -2.139 5.784 0.833
N: 4.099 -5.677 0.917
H: -4.879 0.050 -1.286
H: -5.523 3.542 3.077
H: 1.558 4.302 4.909
H: 0.748 5.818 -2.297
C: -5.182 -2.024 -3.803
H: 3.341 -0.167 6.401
H: 2.534 1.190 -0.265
H: -7.008 -1.105 -3.970
N: 5.698 -0.846 1.582
O: -2.859 -2.729 -3.505
C: 4.934 -0.340 0.573
C: 1.920 -4.322 -4.017
H: -0.529 1.821 -3.913
H: 1.285 3.544 3.220
H: -3.679 1.100 4.460
C: 2.010 4.012 3.919
C: -5.142 -1.786 -5.372
C: 3.553 2.113 3.014
H: 0.900 -6.048 0.498
H: 1.650 -1.941 2.342
C: 1.668 3.078 0.033
C: 2.838 2.040 -2.676
C: -4.209 2.164 1.979
O: 5.332 -3.873 1.498
H: 1.805 -6.769 -5.387
C: -6.205 -1.046 -3.257
H: -4.743 -0.821 -5.640
C: 0.359 3.777 -0.303
H: 0.180 0.157 -2.448
C: 2.505 0.209 4.091
H: 3.395 1.138 -2.517
N: -3.930 -1.879 -3.113
C: 1.436 -6.796 -4.357
H: -1.597 4.119 -3.147
H: -4.059 4.589 4.383
C: 4.464 3.931 4.422
O: 2.830 2.889 6.523
H: 2.576 3.557 -0.357
H: -3.962 2.069 0.902
H: -2.948 -1.223 -0.711
H: -0.155 -4.566 -4.065
H: 0.336 -2.971 1.671
H: 1.409 0.129 -3.626
H: 1.244 -4.226 0.242
H: -5.664 -3.682 -2.572
C: 0.516 -3.826 -3.630
H: 1.742 -0.597 3.993
N: 5.421 0.743 0.030
H: 3.869 -7.004 -3.293
H: -4.744 1.248 2.231
C: 4.528 -4.407 0.747
H: 1.667 -0.811 6.240
C: 0.313 -3.909 -2.062
H: -0.880 3.514 3.719
H: -5.234 -4.284 -4.055
H: 4.475 1.551 3.230
H: 4.382 -6.047 1.822
C: 1.261 0.253 -2.564
H: -1.490 -1.329 -1.811
H: 1.516 1.526 2.657
H: 1.041 -3.247 -1.625
O: 0.125 2.482 -3.781
H: -4.769 5.622 1.741
H: 1.734 -0.570 -2.061
H: 0.427 2.074 4.377
C: 2.248 -5.680 -3.521
H: 3.251 -6.085 0.485
N: 1.884 -5.731 -2.092
H: -0.440 3.246 0.230
H: 3.365 -4.286 -0.859
O: 2.367 -6.989 -1.472
H: 1.644 -7.796 -3.960
H: -6.160 -1.774 -5.669
H: 4.284 -2.818 -0.305
H: 4.862 1.146 -0.671
H: -5.343 0.865 -4.161
H: -1.718 -0.437 -4.065
H: -2.321 4.777 4.559
H: -0.087 -1.329 2.177
H: 2.137 -4.267 -5.096
H: 0.917 4.664 -3.633
H: 3.554 2.655 7.095
C: -0.589 -6.256 -1.829
H: 2.736 -3.614 -3.670
N: 4.148 -3.836 -0.380
H: 1.911 -1.062 0.473
H: -4.645 -2.598 -5.843
H: 3.700 2.660 2.109
C: -5.676 0.422 -3.185
H: 5.284 3.299 4.755
C: 0.639 -5.121 -0.018
H: -0.404 -7.241 -1.487
H: -2.595 6.874 2.143
H: -6.602 -1.409 -2.313
H: -5.932 3.271 1.416
C: 2.506 1.047 2.804
C: 0.646 1.422 5.193
C: -3.161 5.115 3.951
H: 2.413 4.847 3.364
C: 0.715 -1.965 1.716
H: -0.398 -4.973 0.218
H: -2.580 0.156 2.747
H: 5.709 -1.847 1.733
H: -3.903 2.823 4.558
H: 2.710 2.203 -3.725
H: 0.726 1.150 -0.111
H: 3.255 2.913 -2.233
H: -2.080 0.842 1.250
H: -6.773 -3.435 -4.008
H: 0.262 -2.893 -4.122
H: 0.403 4.763 0.154
H: 0.468 1.960 6.138
H: -3.259 0.096 -4.760
H: -3.967 1.357 -2.014
C: -4.497 0.405 -2.208
C: -2.647 0.112 -3.882
C: -2.075 0.994 2.304
H: -2.616 -2.366 -4.363
H: -2.305 1.139 -3.654
C: 1.544 1.658 -2.050
C: -4.226 4.656 1.731
N: 3.042 2.086 5.371
H: -1.627 5.245 -1.768
H: 2.010 4.627 -2.221
H: 4.048 -5.848 -4.642
O: -0.927 3.611 2.748
C: -2.112 5.946 1.871
C: 3.193 3.037 4.184
C: 0.084 3.783 -1.793
H: -1.055 5.904 2.197
H: -6.397 1.070 -2.754
C: 2.099 0.991 5.296
C: -2.910 2.229 2.694
H: 4.329 -5.285 -2.872
H: 1.809 -7.585 -2.007
H: 1.799 3.021 1.142

Results of the Löwdin charge analysis, in e, for atoms 1 through 6:
1 H 0.093
2 H 0.057
3 C -0.006
4 N -0.072
5 C -0.015
6 C -0.138



Entry 2:
Density functional theory data (ωB97M-V/def2-TZVPD) for a structure of composition C48H114Br9N3O27P6.

* HOMO level: -0.341 Ha
* gap between HOMO and LUMO: 8.76 eV
* E_LUMO: -0.53 eV

Positions of all 207 atoms, in Å:
H: 5.003 -0.711 0.247
O: -9.078 -3.566 2.065
H: -11.831 0.371 2.752
O: 1.691 -0.583 0.055
C: -0.135 1.793 -0.197
Br: 3.890 -6.162 3.492
O: -0.783 -1.090 0.305
H: -3.911 11.152 -2.725
H: -5.202 7.724 2.942
H: -7.806 10.356 -7.398
H: -7.383 8.737 -7.407
H: -2.804 -6.154 12.992
Br: 6.287 -7.572 5.393
O: -5.488 6.248 4.379
H: -3.073 9.967 5.054
C: -8.331 -5.359 0.598
H: 8.320 -8.362 -0.444
N: 9.085 -8.297 -2.329
H: -4.935 -8.488 8.355
C: -2.479 9.698 -3.256
H: -0.622 -2.382 3.333
H: -3.314 -5.006 11.694
H: -2.510 -12.569 10.431
H: 2.031 2.298 -0.235
H: 3.988 -1.407 1.479
H: -6.004 10.688 -5.453
H: -7.373 8.924 3.643
C: -2.517 4.355 6.144
C: -7.388 9.596 -6.737
H: -9.328 -5.310 0.160
C: -8.055 -4.016 1.252
C: 6.959 6.231 -7.288
H: -3.633 -11.817 9.259
O: -2.975 6.133 3.560
C: 4.007 -0.657 0.688
H: -1.171 -7.112 11.518
C: -6.791 8.300 4.321
C: -0.445 -1.473 2.759
H: -7.442 7.712 4.968
H: 2.154 -7.785 -4.275
C: -7.632 0.017 1.706
H: -6.185 9.001 4.895
H: 2.517 9.902 1.686
P: -8.926 -2.113 2.830
H: -1.569 7.408 5.516
C: 12.282 -0.734 -4.651
O: -5.342 8.724 -5.661
H: 9.792 0.811 -8.838
H: 3.053 -1.890 -0.775
H: -0.185 1.470 0.843
O: 10.648 -8.685 -0.703
C: -0.480 -2.020 1.264
C: -2.200 9.316 5.004
H: 3.829 -6.988 5.868
H: -6.641 6.812 2.723
C: 3.706 2.096 -7.003
H: 11.828 -2.984 -2.378
H: -3.364 -7.542 5.978
O: 13.023 -0.229 -5.538
H: 11.468 -0.172 -4.167
Br: 11.089 2.485 0.053
Br: 2.886 12.268 1.165
H: -1.247 9.817 5.174
O: 7.453 1.408 -7.577
H: 10.966 -3.522 -3.702
H: 0.182 -7.381 -3.783
H: -4.746 5.154 -4.216
H: 8.758 -0.538 -8.870
C: 3.384 10.365 1.215
O: 0.018 0.815 -1.170
H: -12.883 -0.347 1.569
C: -4.796 5.918 -6.265
H: 0.995 3.261 -1.335
H: 6.685 7.067 -6.645
H: -3.261 5.547 -4.677
H: 7.574 2.112 -9.633
Br: 4.960 10.057 2.388
H: 0.422 -0.889 3.066
C: -1.796 -6.369 11.023
H: -5.451 -8.505 6.794
H: -1.084 2.317 -0.313
H: -0.688 -10.740 -4.707
H: -1.344 -0.864 2.862
P: 0.342 -0.686 -0.806
O: -2.206 -7.955 7.484
H: -1.828 5.082 6.573
O: -8.661 -0.934 1.642
H: 6.736 6.560 -8.303
O: 4.974 1.883 -7.632
C: 7.930 -8.210 -1.450
C: 11.449 -2.618 -3.332
C: -2.897 3.146 6.984
O: -2.277 -6.799 9.739
H: 0.990 3.620 0.356
C: 10.349 -8.617 -1.901
H: -1.430 -10.458 10.968
H: -12.474 -2.021 3.262
O: 6.715 3.816 -7.583
H: 0.786 -10.905 -5.703
H: -1.685 10.424 -3.082
H: 0.861 -11.253 -3.975
O: -4.148 7.221 -4.160
H: -4.397 4.971 -6.629
H: 5.073 5.106 -7.313
Br: 3.654 9.524 -0.566
C: 2.767 3.040 -7.829
N: 12.351 -2.029 -4.324
H: -8.352 -6.141 1.356
C: 9.548 3.601 -0.449
H: -2.081 9.016 -4.007
C: 1.961 -8.708 -4.822
H: 3.192 1.137 -7.078
P: 6.342 2.377 -6.940
C: -2.384 8.069 5.811
C: 6.120 4.997 -7.031
H: -7.058 -4.010 1.692
H: -2.135 8.222 6.861
O: -10.424 -1.740 3.418
H: 1.740 2.839 -7.527
C: -5.979 9.892 -6.197
H: 13.769 -2.542 -5.853
H: 13.985 -3.430 -4.277
H: -4.006 10.970 -4.406
H: -6.719 -0.565 1.580
H: -3.820 2.604 6.779
H: 8.729 3.008 -0.855
H: 2.699 -9.414 -4.441
Br: 8.712 4.554 1.084
H: 0.356 -2.709 1.152
C: 13.284 -2.983 -4.982
H: 2.873 2.883 -8.903
H: -2.055 9.073 3.952
H: 1.889 -8.525 -5.894
H: -11.538 -2.514 1.872
H: 8.172 -7.248 -3.894
C: -3.048 -11.659 10.165
O: -7.837 -2.129 3.891
H: -11.240 -0.182 1.186
C: 4.637 -6.498 5.323
C: -11.894 -0.434 2.021
N: 0.638 -9.190 -4.412
C: -7.891 0.903 0.474
C: -3.884 10.383 -3.497
H: 7.393 -7.265 -1.378
H: -1.337 -10.871 9.261
H: -3.871 -6.595 11.588
C: 1.068 2.795 -0.353
H: -5.882 5.909 -6.363
C: -0.239 -8.397 -3.834
H: -4.332 6.728 -6.828
H: 4.000 0.333 1.145
O: -3.792 5.034 5.873
O: -1.328 -8.776 -3.425
C: -2.016 -10.556 10.054
H: -7.784 0.356 -0.462
H: 7.255 -9.044 -1.640
C: -11.619 -1.749 2.644
P: -5.399 8.244 -4.157
H: -2.706 9.052 -2.408
H: -3.130 3.508 7.986
H: -7.742 0.453 2.699
H: 9.684 -7.892 -4.357
O: -2.696 -9.380 9.641
H: 9.091 0.408 -10.404
Br: 4.848 -4.657 6.165
H: 6.108 4.893 -5.946
H: -3.746 -6.682 7.426
H: 8.037 6.093 -7.209
O: -6.690 7.611 -3.850
H: 12.600 -3.804 -5.193
O: -0.299 -8.438 9.342
P: -1.725 -8.165 9.065
H: 10.568 -1.994 -3.176
P: -3.903 6.201 4.756
H: -7.498 -5.632 -0.049
O: 0.410 -1.639 -1.931
C: -6.016 7.257 3.497
O: -4.990 9.485 -3.251
H: -7.214 1.758 0.495
H: 3.757 2.376 -5.951
H: 6.780 0.609 -9.295
H: 8.298 -9.005 -4.169
H: -2.055 4.040 5.209
H: -8.921 1.258 0.520
H: 3.297 -0.299 -1.321
H: 2.968 4.088 -7.610
H: -1.079 -5.579 10.802
O: -3.714 7.605 5.577
H: -8.076 9.394 -5.917
O: 6.427 2.346 -5.463
C: 0.395 -10.616 -4.727
C: -3.488 -7.673 7.053
C: 2.986 -0.856 -0.437
C: -3.007 -6.025 11.929
H: -3.757 -11.598 10.991
C: 7.621 1.233 -8.990
C: -4.533 -8.668 7.358
C: -4.273 5.928 -4.821
H: -5.328 10.296 -6.971
H: -1.230 -2.811 1.274
Br: 9.954 4.819 -1.992
H: -4.244 -9.697 7.142
C: 8.894 0.440 -9.332
C: 8.801 -8.128 -3.763
H: -2.163 2.355 7.141
H: 10.969 -8.942 -2.751
H: -7.961 -3.329 0.411

Results of the Löwdin charge analysis, in e, for atoms 1 through 6:
1 H 0.073
2 O -0.180
3 H 0.087
4 O -0.190
5 C -0.276
6 Br 0.482